Record 1
This record from OMol25 describes a cluster of 8 separate species, C38H73F12N11P2 in total at a distorted geometry. The level of theory is wB97M-V/def2-TZVPD.

Summary:
Highest occupied orbital energy in eV: -14.7
Frontier orbital gap in eV: 7.7
LUMO in hartree: -0.25732
Multiplicity: 1
Total charge: +4

```
136
C38H73F12N11P2 wB97M-V/def2-TZVPD
C -4.1152 -6.0559 0.5515
C -5.1183 -4.8755 0.5165
N -6.3098 -5.2594 -0.2468
C -7.4307 -5.8220 0.3259
C -8.3956 -6.0590 -0.6675
N -7.9907 -5.6090 -1.8457
C -6.6714 -5.1759 -1.5433
C -8.7532 -5.4378 -3.0631
H -4.6607 -6.8888 0.9951
H -3.2530 -5.8444 1.1840
H -3.7514 -6.1252 -0.4737
H -4.5756 -4.0518 0.0525
H -5.4644 -4.5035 1.4808
H -7.3570 -5.9912 1.3900
H -9.3800 -6.4719 -0.5032
H -6.0942 -4.5654 -2.2219
H -8.5247 -4.4504 -3.4642
H -9.8265 -5.5059 -2.8856
H -8.4827 -6.2163 -3.7765
C -9.5064 -0.4006 4.9194
C -8.1682 -0.8938 4.2637
N -7.5264 0.0146 3.3367
C -6.5424 0.9532 3.7258
C -5.9847 1.4281 2.5470
N -6.7670 1.0448 1.5016
C -7.6498 0.1274 1.9847
C -6.6216 1.5054 0.1130
H -10.2389 -0.2889 4.1200
H -9.4452 0.6126 5.3165
H -9.8975 -1.0965 5.6617
H -8.3422 -1.8322 3.7371
H -7.3422 -1.0519 4.9571
H -6.3038 1.0955 4.7695
H -5.2622 2.2119 2.3740
H -8.3821 -0.4163 1.4064
H -7.1062 2.4646 -0.0690
H -6.9836 0.7329 -0.5654
H -5.5679 1.5224 -0.1657
C 9.4505 5.3007 1.7405
C 7.9048 5.5548 1.7510
N 7.2835 5.1105 0.5331
C 7.4314 3.9532 -0.2371
C 6.4043 3.8558 -1.2076
N 5.6587 4.9515 -1.0512
C 6.2377 5.7514 -0.1121
C 4.3965 5.1264 -1.7584
H 9.8158 5.6658 2.7004
H 9.9219 5.9303 0.9859
H 9.7817 4.2690 1.6224
H 7.7582 6.6312 1.8397
H 7.3850 4.9958 2.5291
H 8.2070 3.2780 0.0927
H 6.1096 3.1485 -1.9687
H 5.9224 6.7651 0.0867
H 4.3617 4.3755 -2.5477
H 4.2903 6.1312 -2.1671
H 3.6014 4.9589 -1.0318
C 2.4230 -7.3039 -3.1288
C 2.4121 -5.9084 -3.9138
N 3.7320 -5.3935 -3.9556
C 4.7296 -5.6174 -4.9127
C 5.9378 -5.1579 -4.4397
N 5.7439 -4.6323 -3.1644
C 4.4282 -4.7645 -2.8472
C 6.7547 -4.0258 -2.3063
H 3.3169 -7.8797 -3.3685
H 1.5245 -7.9031 -3.2760
H 2.4555 -7.0253 -2.0755
H 1.7772 -5.1927 -3.3914
H 2.1402 -6.0436 -4.9606
H 4.4994 -6.1845 -5.8025
H 6.9385 -5.2000 -4.8439
H 4.1002 -4.4238 -1.8763
H 7.7112 -3.8270 -2.7897
H 6.9516 -4.5451 -1.3684
H 6.3251 -3.0431 -2.1119
C -3.0071 4.1345 -7.2300
C -2.5749 2.8154 -7.9000
N -1.1156 2.7142 -8.1942
C -0.3539 1.5534 -7.9247
C 0.9149 1.8076 -8.4624
N 0.9454 3.0762 -8.9551
C -0.3646 3.6385 -8.8621
C 1.9895 3.6661 -9.7127
H -3.9574 3.9686 -6.7225
H -3.2873 4.9707 -7.8706
H -2.2590 4.4924 -6.5228
H -3.0447 2.7496 -8.8814
H -2.8194 1.8842 -7.3891
H -0.8224 0.7130 -7.4342
H 1.7702 1.1497 -8.4176
H -0.7430 4.5974 -9.1841
H 2.4522 4.5254 -9.2273
H 1.5298 4.1702 -10.5627
H 2.7681 2.9688 -10.0221
C 1.1075 1.9363 8.7514
C 1.7636 0.8602 7.9555
C 2.3308 1.3386 6.6057
N 2.9410 0.1322 5.7574
C 3.6066 0.8372 4.5116
C 4.0166 -0.7906 6.3926
C 3.2207 -2.0374 6.8132
C 2.2250 -2.1983 5.7132
C 1.7672 -0.8482 5.2424
H 1.7738 2.7962 8.8196
H 0.8492 1.4871 9.7104
H 0.1845 2.3193 8.3162
H 1.0170 0.0717 7.8607
H 2.6159 0.3781 8.4344
H 3.2333 1.9456 6.6774
H 1.5240 1.7572 6.0041
H 4.1834 0.1569 3.8849
H 4.1998 1.7444 4.6262
H 2.7086 1.1979 4.0102
H 4.6821 -0.9677 5.5478
H 4.5276 -0.2484 7.1882
H 3.9889 -2.7953 6.6600
H 2.8804 -2.0651 7.8484
H 2.6004 -2.9030 4.9712
H 1.3828 -2.7541 6.1253
H 1.8018 -0.7786 4.1551
H 0.8046 -0.6339 5.7065
P -0.1741 6.8683 2.9858
F -1.5156 7.2044 2.1110
F -1.1547 6.2307 4.1740
F -0.2037 5.4220 2.2332
F 1.1555 6.4280 3.7626
F 0.8327 7.3744 1.7641
F -0.1763 8.4046 3.6001
P -0.0742 -0.2683 -1.7711
F 1.3695 0.2201 -1.1449
F -0.9947 0.2370 -0.4641
F -0.2066 1.2255 -2.4654
F -1.5113 -0.7126 -2.5379
F 0.5404 -1.0057 -3.0319
F 0.1240 -1.6690 -1.0349
```

Record 2
This record from OMol25 describes a structure of composition C38H74Br10F3NiO14S6 at a distorted geometry. The level of theory is wB97M-V/def2-TZVPD.

Summary:
Highest occupied orbital energy (spin up / spin down) in eV: -11.8 / -11.8
Frontier orbital gap (spin up / spin down) in eV: 8.3 / 7.2
LUMO (spin up / spin down) in hartree: -0.12858 / -0.17194
Multiplicity: 3
Total charge: +1

```
146
C38H74Br10F3NiO14S6 wB97M-V/def2-TZVPD
Ni -38.0752 28.1423 7.2643
C -36.4787 31.1002 6.8594
O -36.4449 31.2241 5.4515
O -37.2518 30.0535 7.2412
C -35.0201 31.1814 7.4121
F -34.2794 30.0801 7.1985
F -34.3031 32.1890 6.8889
F -35.1087 31.3843 8.7400
C -36.4960 32.5025 4.8399
C -36.3857 32.2395 3.3538
H -35.4675 31.6722 3.1988
H -37.3533 31.7666 3.1770
H -36.2109 33.1179 2.7326
H -35.6995 33.2062 5.1090
H -37.4062 33.0435 5.1254
H -37.0401 31.9782 7.2106
C -34.5507 27.5266 3.3276
C -34.8780 26.0463 3.7075
C -36.4189 25.9350 3.5621
S -37.1873 27.5978 3.9603
O -37.6771 27.6148 5.3326
O -37.9604 28.1130 2.8584
C -35.5672 28.3928 4.0646
H -34.6833 27.7519 2.2652
H -33.5351 27.8476 3.5556
H -34.5578 25.9785 4.7481
H -34.3468 25.3162 3.1033
H -36.9222 25.0681 3.9829
H -36.6489 25.9383 2.4933
H -35.2144 28.4182 5.0982
H -35.6308 29.4367 3.7562
C -38.0639 30.4010 1.1971
C -38.8033 29.3317 0.3363
C -40.2044 29.8614 0.2610
S -40.0773 31.6216 -0.1485
O -40.8460 32.3176 0.8417
O -40.2212 31.7064 -1.5832
C -38.3174 31.6719 0.4175
H -37.0421 30.1421 1.4796
H -38.5289 30.4950 2.1816
H -38.7548 28.3627 0.8407
H -38.3256 29.0598 -0.6068
H -40.6218 29.8289 1.2701
H -40.9337 29.3484 -0.3638
H -38.1392 32.6493 0.8635
H -37.7527 31.6709 -0.5183
C -36.9536 30.5549 12.1484
C -37.8208 31.6288 11.4386
C -38.7888 31.0181 10.4000
S -38.5766 29.1904 10.5721
O -38.5509 28.5724 9.2443
O -39.5849 28.8021 11.5221
C -36.9169 29.3066 11.2780
H -37.5200 30.3293 13.0528
H -35.9432 30.8257 12.4454
H -37.2446 32.4470 11.0137
H -38.5245 32.0622 12.1519
H -38.3599 31.2778 9.4288
H -39.8556 31.2064 10.3483
H -36.3050 29.4683 10.3891
H -36.7791 28.3807 11.8335
C -40.8767 31.5289 4.0386
C -41.5799 32.0246 5.3019
C -41.2212 31.1174 6.4931
S -40.9732 29.4660 5.7200
O -42.1553 28.6496 5.8978
O -39.7286 28.9158 6.2937
C -40.8498 30.0173 3.9892
H -39.8653 31.9218 3.9139
H -41.4584 31.8554 3.1768
H -42.6347 32.1199 5.0389
H -41.3012 33.0431 5.5601
H -41.8503 31.1290 7.3772
H -40.1769 31.3144 6.7526
H -41.7105 29.6626 3.4236
H -39.9823 29.4919 3.5894
C -33.6677 30.8205 2.5396
C -32.3145 31.1809 1.8395
C -31.7483 32.3942 2.5652
S -32.7450 32.8076 4.0234
O -33.7864 33.7547 3.6575
O -31.8370 32.9778 5.1247
C -33.4932 31.1431 4.0273
H -33.8881 29.7723 2.3326
H -34.4840 31.3858 2.0825
H -32.4941 31.3834 0.7845
H -31.6781 30.2989 1.8917
H -31.5220 33.2731 1.9594
H -30.7351 32.1256 2.8712
H -34.4371 31.1652 4.5724
H -32.8011 30.4049 4.4330
C -33.6973 27.4941 6.3395
C -33.0410 27.7497 7.7345
C -31.5745 27.3727 7.5151
S -31.4663 26.0059 6.2451
O -31.1977 24.7361 6.8819
O -30.7480 26.4882 5.0829
C -33.2441 26.1164 5.7647
H -33.3984 28.2372 5.5971
H -34.7891 27.4918 6.3564
H -33.5935 27.0782 8.3947
H -33.1927 28.7625 8.0963
H -31.0277 27.1524 8.4313
H -31.0604 28.2548 7.1293
H -33.6632 25.2030 6.1896
H -33.2455 25.9647 4.6869
Br -39.4078 35.5592 0.4066
C -39.5490 36.0679 2.2959
C -39.6478 34.7496 3.0619
Br -40.0924 35.2441 4.9279
H -40.3763 36.7474 2.4759
H -38.6449 36.5473 2.6705
H -38.7219 34.2040 2.9020
H -40.4713 34.1300 2.7158
Br -32.2287 35.5445 7.6844
C -33.6229 36.5744 6.7758
C -34.6851 35.6032 6.1862
Br -36.1764 36.5674 5.5346
H -33.2106 37.1809 5.9741
H -34.1211 37.1616 7.5422
H -35.0057 35.0744 7.0782
H -34.1011 35.1067 5.4186
Br -35.4331 37.5744 1.8220
C -35.7582 35.6539 1.7073
C -34.6168 35.0615 0.8799
Br -35.2039 33.2998 0.2433
H -36.7279 35.5277 1.2339
H -35.7358 35.2880 2.7307
H -33.7112 35.0654 1.4803
H -34.4353 35.6839 0.0076
Br -32.3203 30.6244 9.8266
C -32.6026 32.5563 9.9013
C -32.0527 33.1647 11.1801
Br -32.9719 32.2676 12.7329
H -33.6676 32.7550 9.8020
H -32.1601 33.0287 9.0244
H -32.2297 34.2354 11.2432
H -30.9992 32.9639 11.3517
Br -40.0813 34.0031 9.5134
C -38.4727 34.9450 10.0623
C -37.4641 35.0320 8.9590
Br -35.8973 36.0594 9.5038
H -38.0291 34.3515 10.8607
H -38.7198 35.9081 10.5004
H -37.9196 35.5689 8.1233
H -37.2064 34.0864 8.4834
```

Record 3
This record from OMol25 describes a cluster of 17 separate species, C38H74Cl33N2S in total at a distorted geometry. The level of theory is wB97M-V/def2-TZVPD.

Summary:
Highest occupied orbital energy in eV: -11.2
Frontier orbital gap in eV: 8.7
LUMO in hartree: -0.08929
Multiplicity: 1
Total charge: +1

```
148
C38H74Cl33N2S wB97M-V/def2-TZVPD
C -2.3802 -2.4305 -0.9279
C -1.3409 -1.9740 0.1098
Cl -2.2452 -1.5629 1.6164
C -0.2480 -3.0116 0.4418
N -0.6645 -4.3988 0.2220
C -0.5814 -5.0717 -0.9262
N -1.1045 -6.2711 -0.6757
C -1.5090 -6.4093 0.6148
C -1.2126 -5.1801 1.2092
S -1.5553 -4.7894 2.9060
H -2.7611 -3.4402 -0.7337
H -3.2482 -1.7700 -0.8926
H -1.9334 -2.4218 -1.9316
H -0.8400 -1.0974 -0.3021
H 0.6889 -2.8308 -0.0945
H 0.0020 -2.8926 1.5002
H -0.1971 -4.6472 -1.8397
H -1.1894 -6.9958 -1.3823
H -1.9520 -7.2649 1.1118
H -0.6142 -5.5268 3.5609
Cl -0.5953 3.0738 -0.8986
C 0.6846 2.1143 -0.1231
C 1.5248 1.3698 -1.1287
Cl 0.5948 0.0609 -1.9207
H 0.2170 1.4371 0.5872
H 1.3083 2.8127 0.4314
H 2.3721 0.8990 -0.6330
H 1.9044 2.0307 -1.9042
Cl -0.4656 4.6052 2.1792
C 0.8796 5.1913 3.1945
C 1.9598 5.8776 2.3986
Cl 2.8655 4.7408 1.3570
H 1.2745 4.3415 3.7487
H 0.4522 5.8955 3.9069
H 2.6873 6.3159 3.0806
H 1.5547 6.6658 1.7636
Cl -0.8308 7.5793 -0.6490
C -0.6630 9.3143 -0.2721
C 0.7558 9.6854 0.0618
Cl 1.2884 8.9712 1.6140
H -1.3370 9.5479 0.5499
H -0.9871 9.8656 -1.1569
H 0.8434 10.7663 0.1641
H 1.4419 9.3607 -0.7086
Cl -1.5211 11.0839 -3.0806
C -0.1123 11.4850 -4.1030
C 0.7369 10.2776 -4.4171
Cl 1.5811 9.6434 -2.9745
H 0.4652 12.2499 -3.5887
H -0.5020 11.9114 -5.0263
H 1.5045 10.5478 -5.1348
H 0.1465 9.4720 -4.8361
Cl 3.6121 -8.8115 -3.2294
C 2.9336 -8.0484 -1.7755
C 1.7695 -8.8296 -1.2147
Cl 0.3431 -8.7698 -2.2938
H 2.6438 -7.0306 -2.0321
H 3.7326 -8.0002 -1.0413
H 1.4623 -8.4044 -0.2592
H 2.0244 -9.8715 -1.0565
Cl 2.1523 -0.1675 2.1511
C 1.7859 0.6464 3.7009
C 0.4187 0.3083 4.2437
Cl -0.9037 1.0024 3.2681
H 1.8949 1.7180 3.5484
H 2.5510 0.3202 4.4040
H 0.3162 0.7256 5.2441
H 0.2671 -0.7682 4.3019
Cl -2.6946 -10.0788 3.4024
C -4.2441 -9.4449 2.7826
C -4.5188 -9.8927 1.3699
Cl -3.3897 -9.1508 0.1990
H -4.2177 -8.3647 2.8594
H -5.0265 -9.8148 3.4425
H -5.5231 -9.5913 1.0732
H -4.4425 -10.9726 1.2698
Cl 1.6244 1.2472 -6.7071
C 0.2179 0.5511 -5.8656
C -0.2839 -0.7034 -6.5364
Cl -1.0146 -0.3740 -8.1265
H -0.5565 1.3129 -5.8164
H 0.5381 0.3209 -4.8506
H -1.0578 -1.1623 -5.9217
H 0.5176 -1.4248 -6.6791
Cl -3.8416 11.3538 -6.2574
C -4.2326 9.6568 -6.6334
C -3.9659 8.7094 -5.4870
Cl -2.2421 8.4882 -5.0950
H -3.6758 9.3830 -7.5270
H -5.2957 9.6252 -6.8674
H -4.3519 7.7243 -5.7447
H -4.4577 9.0459 -4.5772
Cl -8.1877 -8.4845 -0.0410
C -8.0008 -9.0366 -1.7257
C -6.9382 -8.2614 -2.4647
Cl -7.4109 -6.5673 -2.7472
H -8.9689 -8.9557 -2.2136
H -7.7249 -10.0895 -1.6866
H -6.7700 -8.7114 -3.4421
H -5.9968 -8.2600 -1.9186
Cl 4.8164 6.4941 4.1361
C 6.2181 6.9132 3.1199
C 7.0186 5.6939 2.7399
Cl 7.8489 4.9738 4.1444
H 6.8217 7.6377 3.6611
H 5.8293 7.3933 2.2229
H 7.7889 5.9695 2.0215
H 6.3875 4.9285 2.2939
Cl 3.0956 5.6779 7.8079
C 4.6242 4.9359 8.3433
C 5.2914 4.1520 7.2393
Cl 4.3705 2.6861 6.8041
H 4.4097 4.3098 9.2062
H 5.2773 5.7469 8.6618
H 6.2760 3.8218 7.5664
H 5.4108 4.7512 6.3395
Cl 2.1228 -4.9369 4.5334
C 2.3998 -5.4164 2.8417
C 3.5163 -4.6361 2.1933
Cl 3.0904 -2.9171 1.9621
H 1.4633 -5.2874 2.3013
H 2.6496 -6.4773 2.8495
H 3.7243 -5.0521 1.2073
H 4.4295 -4.6774 2.7817
Cl -6.1201 -7.0878 4.0532
C -5.8503 -6.6195 5.7532
C -5.3838 -7.7834 6.5926
Cl -6.6559 -9.0112 6.8016
H -6.7757 -6.1951 6.1342
H -5.0909 -5.8389 5.7521
H -5.1123 -7.4326 7.5869
H -4.5169 -8.2710 6.1508
Cl -1.6936 13.0278 -7.6913
C -0.4640 13.5166 -8.8903
C 0.3615 12.3569 -9.3855
Cl 1.4371 11.7059 -8.1253
H 0.1595 14.2856 -8.4399
H -1.0031 13.9588 -9.7268
H 1.0002 12.6855 -10.2037
H -0.2665 11.5445 -9.7433
Cl 3.4589 -11.7955 3.3543
C 3.6380 -12.3481 1.6714
C 4.6935 -11.5696 0.9269
Cl 4.2056 -9.8735 0.6495
H 2.6677 -12.2693 1.1861
H 3.9189 -13.3993 1.7084
H 4.8600 -12.0147 -0.0527
H 5.6381 -11.5601 1.4645
```

Q: The highest multiplicity belongs to which entry?
A: C38H74Br10F3NiO14S6